(1)
Density functional theory data (ωB97M-V/def2-TZVPD) for a 2-piece molecular cluster, C3HBrClF3 overall at a distorted geometry.

Cartesian coordinates (Å):
C: -0.34 0.62 -0.14
F: 0.46 -1.76 1.15
F: -1.38 -1.99 -0.01
H: 1.73 1.00 -0.02
F: 0.55 -1.89 -1.01
Cl: 0.57 3.09 0.11
C: 0.72 1.38 -0.02
C: -0.17 -1.48 0.03
Br: -2.14 1.03 -0.09

The largest force on an atom comes out at 4.641 eV Å⁻¹. For the molar mass, the calculation gives 209.39 u. Its orbital gap is 10.2 eV. As for the relative energy (zero: lowest compared OMol25 entry of this formula, charge and spin): 20.5 kcal per mole.



(2)
Density functional theory data (ωB97M-V/def2-TZVPD) for C10H17N5 as an isolated structure at a distorted geometry.

Cartesian coordinates (Å):
C: 0.58 1.68 -1.27
H: -3.22 0.77 2.31
H: 2.63 2.42 -0.56
N: -0.02 -2.69 -2.44
H: -2.59 -1.07 0.85
H: 1.99 -2.22 1.63
H: 2.82 0.24 0.94
H: -1.77 1.74 1.54
C: 2.18 0.39 -0.09
C: -1.47 0.04 -0.58
C: 1.72 1.83 -0.28
C: -2.58 1.00 1.46
H: -3.41 1.42 0.87
N: 0.77 -1.70 -0.18
N: -0.10 0.47 -0.59
H: 1.48 2.15 0.73
C: -0.39 -2.69 -1.25
H: -1.05 -0.53 1.48
H: 2.76 0.14 -0.98
H: 1.53 -3.46 0.34
N: -1.33 -3.31 -0.67
H: -1.74 -0.76 -1.32
C: 0.94 -0.41 -0.33
H: 0.89 1.50 -2.30
C: 1.82 -2.46 0.52
H: 0.73 -1.99 -2.74
C: -1.92 -0.26 0.91
H: -2.09 0.94 -0.87
C: -1.68 -3.46 0.53
N: -1.97 -3.70 1.60
H: 2.90 -2.25 0.16
H: -0.15 2.57 -1.20

The largest force on an atom comes out at 3.547 eV Å⁻¹. For the molar mass, the calculation gives 207.28 u. Its orbital gap is 8.5 eV. As for the relative energy (zero: lowest compared OMol25 entry of this formula, charge and spin): 34.8 kcal per mole.



(3)
Density functional theory data (ωB97M-V/def2-TZVPD) for C20H41MoN3S2Si2 as an isolated structure at a distorted geometry.

Cartesian coordinates (Å):
C: -1.12 0.96 4.14
C: -4.66 -1.65 0.94
Si: -3.70 -0.28 0.09
S: 2.03 -1.48 0.99
H: -2.97 2.62 -1.01
C: -2.03 -3.19 -0.67
N: 1.33 0.01 -1.59
N: -2.02 -0.76 -0.30
H: -0.22 -0.17 -3.03
H: -2.20 1.02 4.00
H: 3.71 -0.79 -0.53
Mo: 0.11 0.33 0.22
H: -4.43 0.98 -1.97
H: 3.40 -2.54 -0.65
H: 2.52 -3.85 0.97
H: -2.38 -2.05 4.78
H: -2.15 -3.05 -1.75
H: -0.65 1.73 3.51
H: -2.22 3.24 -2.54
C: -1.77 -2.04 0.12
H: 1.24 -3.43 2.15
C: -1.32 -1.93 5.03
C: 0.66 0.46 -2.84
C: -1.43 -2.22 1.56
H: 2.73 1.26 0.65
H: -4.77 -2.53 0.30
C: 1.38 -0.83 4.13
H: -2.52 1.46 -2.33
H: -5.67 -1.27 1.16
N: -0.85 -1.21 2.18
C: 0.33 1.92 -2.66
H: -0.85 -2.92 5.05
H: -1.70 -3.61 3.22
C: -3.65 1.14 1.29
C: 1.99 -1.32 -1.77
H: -4.70 1.36 1.57
C: 1.61 -3.26 1.13
C: -2.27 2.40 -1.83
H: -4.61 -0.78 -2.16
C: 1.75 1.69 0.42
C: -1.77 -3.50 2.14
H: -4.21 -1.98 1.88
C: 0.80 1.79 1.55
H: 2.13 0.65 -1.49
C: -2.21 -4.42 -0.07
H: 1.88 2.59 -0.20
H: -3.21 2.06 0.89
Si: -0.48 -0.78 3.84
C: 2.92 -1.55 -0.59
H: 2.58 -1.28 -2.70
H: -2.39 -5.52 1.79
H: -1.24 -1.49 6.03
H: -0.30 2.30 -3.47
C: -2.15 -4.56 1.33
S: -0.60 2.23 -1.09
C: -4.69 0.05 -1.45
H: 1.38 0.34 -3.66
H: 0.20 2.72 1.59
H: -5.75 0.13 -1.14
H: 1.22 2.56 -2.59
H: 1.52 -0.62 5.20
H: 1.23 -2.11 -1.87
H: -3.10 0.87 2.20
H: 1.95 -0.08 3.57
H: 1.82 -1.81 3.92
H: 1.19 1.48 2.52
H: -0.90 1.21 5.19
H: -2.46 -5.29 -0.68
H: 0.83 -3.51 0.40

The largest force on an atom comes out at 4.907 eV Å⁻¹. For the molar mass, the calculation gives 539.82 u. As for the net charge: +4. Its orbital gap (spin up / spin down) is 4.7 / 4.8 eV.



(4)
Density functional theory data (ωB97M-V/def2-TZVPD) for a 19-piece molecular cluster, H39O19 overall at a distorted geometry.

Cartesian coordinates (Å):
H: 3.96 -2.68 -1.18
O: 0.12 3.88 -1.09
O: 4.34 -0.68 1.65
H: 4.80 -1.51 1.74
H: 0.55 4.76 -0.86
O: -0.63 1.78 -2.83
H: 1.13 2.64 -1.91
O: 1.87 2.06 -1.57
H: -4.14 -0.17 -3.16
O: -1.98 -0.10 1.00
H: -1.45 -1.12 -1.63
O: 0.79 -2.20 -0.27
H: -1.72 -0.53 0.09
H: -0.54 1.83 4.60
O: -2.37 -4.50 -0.98
O: -3.60 1.55 -0.29
H: 0.58 -1.56 -3.28
H: 0.25 -4.01 2.07
H: -1.01 0.21 1.51
H: -0.09 1.07 2.94
H: -0.97 3.02 3.44
O: 2.57 -2.74 1.57
H: 3.48 -0.89 1.96
H: -0.44 2.75 -2.82
H: -1.42 2.08 -3.34
H: -3.22 -0.40 -1.70
H: 0.68 -0.12 -2.95
O: -0.09 -4.25 2.94
H: -2.57 0.64 0.92
H: -0.91 -2.30 -0.62
O: -0.36 2.38 3.73
H: 1.05 0.35 1.96
H: -0.16 -3.47 3.50
H: 1.68 -2.05 -0.65
O: -3.78 0.08 -2.29
H: -4.44 1.25 -0.65
O: 0.10 0.26 2.25
H: -2.33 -3.55 -0.92
H: 2.36 1.99 -2.41
H: -1.49 3.36 0.72
H: 2.08 -2.87 0.71
O: 3.34 -2.24 -0.62
H: 1.80 -2.39 2.06
H: -2.75 1.43 -0.72
H: 2.32 2.30 0.31
O: -0.18 0.11 -0.49
O: -1.60 -1.72 -0.88
H: -0.14 3.39 -0.32
H: 0.46 -1.25 -0.26
H: 3.78 -1.30 -0.39
O: 2.75 2.50 1.13
H: -2.52 2.57 1.57
H: -1.90 -4.99 -0.26
O: 0.06 -0.86 -3.04
H: 0.00 1.10 -0.48
H: -0.18 -0.12 -1.48
O: -1.57 2.59 1.24
H: 3.63 2.64 0.76

The largest force on an atom comes out at 5.601 eV Å⁻¹. For the molar mass, the calculation gives 343.29 u. As for the net charge: +1. Its orbital gap is 9.8 eV. As for the relative energy (zero: lowest compared OMol25 entry of this formula, charge and spin): 114.8 kcal per mole.



(5)
Density functional theory data (ωB97M-V/def2-TZVPD) for a 5-piece molecular cluster, C17H19F9O13 overall at a distorted geometry.

Cartesian coordinates (Å):
F: 2.10 -1.79 -3.75
O: -1.59 0.29 2.39
F: 0.14 -5.82 2.86
C: -0.52 1.43 -3.52
C: 2.26 2.52 -4.40
H: 0.76 1.40 -1.79
H: -2.20 -1.41 1.36
C: -1.41 0.24 0.02
C: 1.17 -2.52 4.69
O: -4.50 3.71 1.21
O: 1.57 3.39 -4.89
O: -0.98 -2.64 -1.51
C: 3.69 2.21 -5.00
C: 2.44 -3.18 -1.83
O: 0.76 -2.46 1.94
C: 2.26 -1.79 -2.40
O: 0.90 -3.63 3.83
H: -1.46 1.63 -2.97
H: -0.57 2.09 -4.42
F: -0.33 -4.88 0.96
C: 0.63 1.92 -2.73
H: 2.91 -3.93 -2.51
H: -0.42 0.37 -3.78
H: 0.09 -0.95 5.87
F: 3.76 2.71 -6.24
H: -3.26 4.21 -0.37
O: 1.08 -3.63 -1.56
O: 0.98 -1.37 -1.94
C: 0.75 -3.45 2.58
H: 2.93 -3.11 -0.88
H: 2.88 -1.03 -2.04
F: 3.99 0.91 -5.04
O: -2.73 2.91 2.26
C: 0.53 -4.84 1.99
C: -2.23 -0.28 1.24
F: -1.98 5.13 2.46
H: -1.13 -0.47 -0.79
C: -0.09 -1.76 5.10
C: 0.26 -2.55 -1.68
C: -3.36 4.46 0.66
C: -2.18 4.08 1.62
C: -4.02 2.71 1.98
H: 1.87 -1.91 4.10
O: 1.97 1.66 -3.41
C: -0.36 0.84 1.96
F: 4.63 2.77 -4.28
H: 1.70 -2.96 5.53
O: 0.31 1.54 2.75
H: -3.26 0.01 1.22
O: -0.25 0.72 0.66
H: -1.28 3.80 1.11
H: -3.50 5.57 0.81
H: 0.58 3.00 -2.50
F: -2.02 1.34 -0.55
O: -4.62 1.76 2.35
H: -0.84 -2.41 5.54
H: -0.57 -1.34 4.21
F: 1.75 -5.22 1.49

The largest force on an atom comes out at 5.424 eV Å⁻¹. The SMILES is O=C1OC[C@@H](F)O1.O=C1OC[C@@H](F)O1.O=C1OC[C@@H](F)O1.CCOC(=O)C(F)(F)F.CCOC(=O)C(F)(F)F. For the molar mass, the calculation gives 602.31 u. Its orbital gap is 11.6 eV.



(6)
Density functional theory data (ωB97M-V/def2-TZVPD) for a 8-piece molecular cluster, C16H48O8S8 overall at a distorted geometry.

Cartesian coordinates (Å):
H: -16.79 9.33 12.59
H: -18.92 12.48 16.82
O: -18.25 9.30 14.99
H: -14.18 14.25 19.94
H: -21.01 10.48 12.77
H: -17.71 7.84 12.54
O: -12.21 14.26 16.96
H: -14.00 15.59 18.77
C: -16.86 8.33 13.03
C: -18.84 11.46 17.24
H: -18.22 11.36 20.53
H: -12.19 7.46 13.27
H: -17.06 13.41 13.55
H: -15.67 8.86 16.49
S: -17.89 7.73 9.00
C: -12.20 10.45 12.27
H: -16.27 9.18 10.23
C: -12.84 12.13 18.44
H: -17.40 10.06 9.02
H: -23.35 6.71 10.90
H: -15.93 7.79 12.87
H: -22.69 5.21 11.75
H: -12.73 11.22 11.68
H: -12.02 11.51 18.03
H: -18.07 12.99 19.89
H: -22.31 9.66 16.10
S: -12.49 8.91 11.44
H: -11.16 10.65 12.17
O: -18.84 8.09 7.92
H: -17.49 12.68 15.21
S: -17.28 11.40 18.22
H: -15.22 14.75 13.94
H: -15.26 9.64 14.89
S: -21.67 8.65 14.11
H: -22.98 6.78 12.67
S: -12.28 13.92 18.37
H: -16.10 8.16 7.44
H: -21.06 4.92 9.69
H: -22.30 7.91 16.27
H: -20.76 8.96 16.23
H: -20.14 10.27 14.30
C: -22.69 6.32 11.72
C: -15.60 8.73 15.41
C: -21.30 5.97 9.48
H: -18.85 10.73 16.44
H: -20.60 6.44 8.75
H: -14.79 14.07 18.17
O: -14.34 11.99 13.79
C: -14.04 14.54 18.87
H: -16.43 6.45 7.56
O: -19.97 6.18 11.58
C: -17.61 11.97 19.91
C: -16.31 7.39 8.14
S: -17.24 8.22 14.74
H: -17.22 11.75 13.66
C: -21.80 8.74 15.89
H: -16.61 12.03 20.28
H: -19.55 11.22 17.98
O: -23.05 8.59 13.61
C: -11.52 7.86 12.50
H: -13.73 11.97 17.83
H: -22.27 6.08 9.20
H: -21.81 11.01 14.29
C: -14.75 14.33 14.84
H: -11.20 7.08 11.82
O: -13.92 8.47 11.75
C: -16.96 12.60 14.25
H: -15.19 14.88 15.69
S: -21.10 6.89 11.00
H: -13.63 14.51 14.86
S: -15.21 12.54 14.86
H: -10.69 8.42 12.90
C: -21.09 10.31 13.83
C: -17.30 9.26 9.75
H: -17.95 9.40 10.54
H: -12.60 10.34 13.24
H: -15.46 7.24 8.81
O: -16.45 12.47 17.58
H: -14.96 7.93 15.03
H: -12.99 11.88 19.49

The largest force on an atom comes out at 3.746 eV Å⁻¹. For the molar mass, the calculation gives 625.09 u. Its orbital gap is 8.5 eV. As for the relative energy (zero: lowest compared OMol25 entry of this formula, charge and spin): 24.8 kcal per mole.



Which of these has the highest molar mass?
C16H48O8S8



The lowest largest force on an atom belongs to which entry?
C10H17N5



Which value of largest force on an atom does entry 4 give?
5.601 eV Å⁻¹



What is the formula in the sixth record?
C16H48O8S8